The following is a quantum chemistry calculation of a 8-piece molecular cluster, C72H152N8O8 overall at a distorted geometry, from the Open Molecules 2025 dataset.

Structure (XYZ):
```
240
Properties=species:S:1:pos:R:3:forces:R:3:mulliken_charge:R:1
C -0.808 -15.629 23.382 -1.5675 0.0291 0.4941 -1.972
C 0.348 -16.591 23.482 1.1728 -0.8147 0.7832 2.744
C -0.059 -18.010 22.962 -0.7210 1.2297 0.4510 -1.395
C 1.046 -18.977 22.642 -0.2636 1.7648 -0.5543 -0.675
C 1.950 -18.233 21.632 0.1224 -2.4242 0.1971 -1.370
C 2.533 -16.929 22.081 -0.0565 2.1540 0.8367 1.653
N 1.465 -16.050 22.713 -1.1045 -2.4250 -3.4245 -0.645
O 1.905 -14.836 23.151 0.7618 0.0889 0.6220 0.690
C 3.721 -17.105 23.080 0.3130 -0.0546 -0.8826 -1.750
C 3.141 -16.220 20.802 -0.1147 -0.9884 1.4461 -1.868
C 0.778 -16.824 24.942 0.1375 0.9755 0.8902 -2.110
H -1.667 -16.095 23.865 -0.2871 -0.3386 -0.0273 0.483
H -1.135 -15.382 22.372 0.3656 -0.2432 -0.2075 0.519
H -0.782 -14.687 23.931 0.9225 0.0393 -0.0207 -0.067
H -0.620 -18.485 23.767 -0.6682 0.3608 -0.1510 0.379
H -0.692 -17.783 22.105 -0.1499 -0.5947 -0.2237 0.465
H 0.535 -19.858 22.254 0.5603 -0.1955 -0.2355 0.432
H 1.544 -19.224 23.580 0.3664 -0.1672 -0.1656 0.320
H 1.486 -18.153 20.649 -0.5340 0.3123 0.1809 0.452
H 2.746 -18.951 21.434 0.6272 0.2966 -0.1274 0.470
H 3.493 -17.492 24.073 -0.1069 -0.3289 -0.2898 0.329
H 4.446 -17.719 22.546 0.0511 -0.4836 0.3899 0.491
H 4.300 -16.194 23.232 -0.3267 0.4365 0.0062 0.394
H 2.446 -16.108 19.970 -0.2328 0.3998 0.3919 0.413
H 3.623 -15.312 21.162 -0.1379 0.1731 -0.5671 0.276
H 3.890 -16.929 20.449 0.3421 0.1743 -0.0814 0.436
H 1.779 -17.253 24.982 -0.2346 -0.3279 0.1010 0.135
H 0.090 -17.377 25.582 -0.1196 -0.5052 -0.4439 0.617
H 0.841 -15.899 25.514 0.2398 0.4754 -0.1930 0.065
H 2.486 -15.157 23.844 0.6563 1.0341 0.8603 0.002
C 5.310 -11.799 23.723 0.1778 -0.3755 1.6444 -1.529
C 5.303 -12.003 25.321 0.9563 0.6005 -0.7144 1.729
C 6.782 -12.099 25.839 0.7481 1.2705 -0.9609 -1.278
C 7.552 -10.710 25.920 -0.8984 -0.5896 -0.6263 -0.857
C 6.693 -9.776 26.752 0.3762 -0.5726 1.2139 -1.486
C 5.258 -9.549 26.273 0.4034 -0.3503 -0.9789 1.931
N 4.648 -10.832 25.899 1.8859 -1.2096 2.1993 -0.667
O 3.319 -10.781 25.646 -1.2650 0.1620 -0.4490 1.623
C 4.438 -8.938 27.339 -1.4844 -0.0367 1.5729 -1.802
C 5.277 -8.570 25.128 0.5521 0.5433 -1.7625 -1.452
C 4.604 -13.343 25.686 0.0323 0.4699 0.3968 -1.994
H 5.571 -12.731 23.221 -0.1096 0.0364 -0.1544 0.454
H 6.028 -11.021 23.460 0.0643 -0.1087 -0.0269 0.336
H 4.319 -11.452 23.433 -0.0154 -0.2481 -0.2510 0.087
H 6.936 -12.638 26.774 -0.5827 0.1056 0.2033 0.432
H 7.301 -12.684 25.080 0.0682 -0.2461 -0.0050 0.411
H 7.761 -10.357 24.910 -0.2118 0.1657 -0.1526 0.337
H 8.537 -10.821 26.375 -0.0695 -0.2404 0.1584 0.445
H 7.128 -8.848 27.123 0.2402 0.5085 -1.0238 0.587
H 6.751 -10.283 27.715 -1.0179 -0.4147 0.3641 0.364
H 3.421 -8.735 27.005 0.0088 -0.1387 -0.2438 0.049
H 4.331 -9.688 28.123 0.0580 0.2094 0.4241 0.457
H 4.764 -7.982 27.747 0.5951 -0.1358 -0.0814 0.391
H 5.620 -9.043 24.208 0.5288 -0.0419 0.0083 0.278
H 4.342 -8.133 24.775 -0.4835 -0.1440 0.6847 0.002
H 5.942 -7.736 25.354 0.0439 0.0657 -0.0278 0.469
H 3.779 -13.552 25.005 0.0737 -0.2068 -0.0143 -0.007
H 4.227 -13.390 26.708 -0.2994 0.7384 0.0720 0.362
H 5.327 -14.155 25.764 0.1650 -0.1031 -0.9113 0.627
H 3.267 -10.389 24.771 -0.7674 0.2962 -0.6334 -0.279
C -9.014 -11.680 28.109 0.5653 0.7539 0.1473 -1.310
C -8.468 -11.048 29.458 0.9303 -0.3554 -0.6738 1.974
C -9.345 -11.442 30.621 -1.7532 -2.3482 -0.1160 -1.511
C -9.124 -12.865 31.271 0.6417 2.2166 -0.2553 -0.757
C -7.655 -13.002 31.656 -0.9697 0.4472 -0.5835 -1.043
C -6.699 -12.655 30.464 0.7983 -0.5021 1.0596 1.760
N -7.051 -11.420 29.740 -2.0722 0.1525 2.5785 0.435
O -6.086 -10.950 28.875 0.0960 -0.2452 -0.8866 -0.216
C -5.294 -12.416 31.141 -0.5333 -0.8198 -1.1474 -2.035
C -6.686 -13.805 29.475 0.4295 -0.1627 -0.0161 -0.457
C -8.529 -9.526 29.384 -0.1381 0.4402 -0.5706 -2.185
H -8.305 -11.412 27.326 0.1041 0.0082 -0.1535 -0.156
H -9.966 -11.240 27.812 -0.0787 0.1893 0.1796 0.561
H -9.156 -12.758 28.044 0.1720 -0.0956 0.5862 0.323
H -9.592 -10.667 31.346 0.8260 0.0483 0.1960 0.453
H -10.308 -11.628 30.146 -0.4184 0.4989 -0.1063 0.424
H -9.417 -13.662 30.589 -0.0886 0.0836 -0.0610 0.339
H -9.779 -12.868 32.142 0.0489 -0.4071 0.0562 0.422
H -7.609 -14.036 31.999 1.0729 -0.0926 -0.1223 0.372
H -7.435 -12.349 32.501 0.0204 0.0765 0.0433 0.401
H -4.948 -13.266 31.728 -0.4976 -0.1384 0.2913 0.486
H -4.535 -12.393 30.359 0.1322 0.6757 -0.0004 0.101
H -5.346 -11.526 31.770 0.2176 0.0601 -0.1744 0.499
H -7.694 -14.065 29.152 -0.0142 0.1046 -0.0922 0.257
H -6.095 -13.457 28.628 0.0405 -0.3680 -0.1889 -0.506
H -6.242 -14.711 29.887 0.1755 -0.0157 -0.0071 0.006
H -8.052 -9.149 28.479 0.2721 0.0391 0.0782 0.356
H -8.093 -9.071 30.273 0.3035 -0.1480 -0.0490 0.486
H -9.545 -9.131 29.348 -0.2802 -0.3580 -0.0688 0.433
H -5.657 -10.238 29.355 0.1299 0.1764 0.0569 0.273
C -4.056 -17.356 31.687 -0.2779 -0.9796 0.4483 -1.885
C -2.540 -17.140 31.858 -0.4787 1.1431 -0.9109 1.983
C -1.867 -18.426 32.394 -1.6499 -0.2140 -0.5433 -1.519
C -1.780 -19.545 31.354 1.5305 1.1409 -0.7197 -0.839
C -0.870 -19.010 30.218 -0.8907 0.1020 0.2542 -1.138
C -1.458 -17.723 29.565 0.5149 1.2567 0.0394 1.634
N -1.871 -16.705 30.595 1.0457 -0.8176 0.6956 0.071
O -2.493 -15.558 30.021 -0.7112 -1.5913 0.3985 0.598
C -0.290 -17.083 28.786 0.0726 -0.0003 -1.7145 -1.973
C -2.558 -18.095 28.555 -0.0743 -0.7704 0.7579 -1.858
C -2.320 -16.046 32.944 0.6965 0.0543 -0.8150 -1.832
H -4.632 -16.717 31.019 0.5623 0.4102 0.0394 -0.019
H -4.501 -17.315 32.681 -0.1832 0.2099 0.0878 0.561
H -4.266 -18.377 31.367 0.0527 -0.1390 -0.2458 0.408
H -0.944 -18.113 32.880 0.2326 -0.5642 -0.1691 0.564
H -2.581 -18.834 33.110 0.2007 0.3991 0.7404 0.429
H -2.741 -19.785 30.899 -0.2069 0.1224 0.2879 0.348
H -1.406 -20.468 31.796 0.1777 0.0282 -0.0239 0.464
H -0.797 -19.773 29.444 0.2145 0.1168 -0.1906 0.456
H 0.137 -18.752 30.545 -0.0156 -0.2429 0.3631 0.485
H -0.502 -16.195 28.191 -0.9255 0.3190 0.3392 0.015
H 0.665 -16.796 29.227 -0.2190 -0.5207 0.9600 0.308
H -0.053 -17.763 27.968 0.3139 -0.4864 0.0151 0.639
H -2.260 -18.993 28.013 0.4768 0.3494 -0.6447 0.489
H -3.402 -18.530 29.090 -0.4585 0.6510 0.1556 0.436
H -2.849 -17.272 27.902 -0.0703 -0.1723 0.1063 0.027
H -1.438 -15.461 32.683 0.3621 -0.2375 0.0021 0.325
H -2.105 -16.576 33.871 -0.4133 0.4462 0.3269 0.450
H -3.081 -15.268 33.012 -0.4386 -0.4740 0.1806 0.262
H -1.835 -14.858 30.015 0.5296 0.1250 -0.0764 0.164
C 1.373 -11.704 22.557 0.3544 -0.2378 -1.1971 -2.422
C 0.487 -10.467 22.514 0.8104 0.4875 2.0098 2.418
C -0.839 -10.871 23.167 0.3087 -1.7971 -1.3933 -0.313
C -1.641 -9.822 23.780 -2.2284 1.3929 0.0299 -0.049
C -0.873 -8.888 24.651 0.5027 -0.2472 0.0368 -0.765
C 0.334 -8.233 23.968 0.1189 -0.5404 1.0126 1.210
N 1.122 -9.350 23.278 -3.4976 -0.7144 3.5102 0.877
O 2.390 -9.111 22.944 1.8405 1.0673 -0.6045 -0.401
C -0.099 -7.128 23.008 -0.0445 -0.6991 -0.9707 -1.644
C 1.054 -7.580 25.203 1.7782 -1.0309 -1.5376 -1.507
C 0.311 -9.970 21.123 -0.9773 -0.3934 -0.8518 -1.807
H 2.259 -11.527 21.948 0.3938 0.0487 0.3421 0.667
H 0.881 -12.498 21.996 -0.3280 -0.1340 0.0663 0.641
H 1.626 -12.143 23.522 -0.0620 0.5167 0.1555 0.039
H -1.378 -11.372 22.364 -0.4510 0.3644 -0.4726 0.558
H -0.786 -11.768 23.783 0.9111 0.3102 0.8412 -1.010
H -2.482 -10.249 24.326 0.0659 -0.2607 0.3646 -0.268
H -2.190 -9.242 23.039 0.1727 0.2185 -0.4929 0.395
H -0.494 -9.480 25.484 0.1522 0.0900 0.2492 -0.427
H -1.473 -8.073 25.058 -0.2597 -0.1059 0.0120 0.556
H -0.828 -7.539 22.310 -0.3028 0.1111 0.0819 0.385
H -0.534 -6.236 23.457 0.2582 -0.0682 0.1939 0.415
H 0.731 -6.875 22.348 0.2346 0.4794 0.1638 0.266
H 1.444 -8.361 25.856 -0.5581 -0.1692 0.3237 -0.162
H 1.999 -7.175 24.839 -0.0050 0.7218 -0.0187 0.423
H 0.479 -6.824 25.738 -0.1199 -0.1971 -0.2523 0.465
H -0.160 -10.765 20.546 0.1104 0.0407 -0.4212 0.427
H 1.251 -9.686 20.651 -0.0350 0.0716 0.0177 0.409
H -0.397 -9.141 21.161 0.1480 0.1079 -0.3574 0.357
H 2.313 -8.432 22.269 0.7841 0.3519 -0.6449 0.331
C -4.765 -13.476 23.956 -0.7341 0.3449 1.2815 -1.392
C -6.031 -12.656 24.458 0.2842 1.8134 -1.0582 1.776
C -6.569 -11.796 23.284 -0.2411 0.9587 -0.2791 -1.341
C -7.521 -12.468 22.346 0.6627 -0.7831 -0.0554 -0.882
C -8.580 -13.269 23.046 0.1721 -0.6759 0.8525 -1.042
C -8.058 -14.245 24.196 -0.6275 -0.1494 -0.4596 1.043
N -7.089 -13.520 25.026 -1.2408 3.8835 -6.4994 0.781
O -6.674 -14.009 26.137 0.8357 -2.4372 4.7939 -0.215
C -9.278 -14.686 25.066 0.5272 0.7338 -0.7492 -1.956
C -7.478 -15.530 23.531 0.3979 0.5654 0.5966 -1.622
C -5.717 -11.475 25.553 -0.4105 -1.9095 -0.3035 -1.611
H -4.940 -14.161 23.126 -0.4055 0.3203 -0.1670 0.320
H -4.482 -14.125 24.785 0.3524 0.0379 0.0723 0.212
H -3.939 -12.816 23.690 0.0290 0.0708 0.1123 0.181
H -7.004 -10.843 23.587 -0.1749 -0.0843 0.7412 0.567
H -5.787 -11.464 22.601 0.7255 -0.0168 0.4909 0.218
H -6.796 -13.049 21.778 -0.7447 -0.7387 -0.6872 0.370
H -8.033 -11.771 21.683 0.3227 0.1323 -0.1420 0.338
H -9.113 -13.823 22.273 -0.1828 -0.4299 0.2569 0.385
H -9.287 -12.543 23.445 -0.1387 -0.0953 0.4048 0.408
H -9.017 -15.284 25.940 0.1474 -0.3026 -0.3263 0.330
H -9.834 -13.828 25.443 0.0414 0.2052 -0.0843 0.321
H -9.905 -15.206 24.342 -0.2938 -0.3120 0.4716 0.518
H -8.221 -16.213 23.120 -0.1534 0.2516 -0.0646 0.465
H -6.770 -15.237 22.755 -0.0118 -0.2211 -0.0729 0.326
H -6.942 -16.069 24.311 0.1686 -0.1561 -0.0515 0.301
H -5.345 -11.904 26.484 0.3265 0.1718 -0.0341 -0.162
H -6.673 -11.010 25.797 -0.1979 -0.1812 -0.0592 0.462
H -5.099 -10.639 25.225 0.3719 -0.4296 -0.3699 0.614
H -7.037 -13.338 26.720 0.2601 -0.5015 1.3629 0.139
C 0.561 -8.670 35.402 -0.2614 0.0917 0.4220 -1.658
C 1.049 -10.107 35.144 -0.5651 -0.6351 0.4173 1.318
C 1.638 -10.730 36.442 -0.4023 0.3613 0.1399 -1.375
C 0.611 -10.970 37.574 1.0023 0.2736 -0.5909 -0.666
C -0.413 -11.977 37.112 0.3466 0.7830 -0.6495 -1.260
C -1.043 -11.523 35.765 -0.5455 -0.2682 -0.8529 1.912
N -0.045 -11.051 34.741 1.9502 -0.2338 0.9676 0.460
O -0.571 -10.724 33.454 -0.3271 0.0435 0.9639 -0.404
C -1.633 -12.823 35.134 -1.3325 0.7381 0.1635 -2.309
C -2.131 -10.475 36.101 -0.6387 0.2040 0.2846 -1.873
C 2.257 -10.095 34.137 -1.0792 0.1126 0.5997 -1.790
H 1.297 -8.142 36.008 0.5955 0.3797 -0.7653 0.423
H -0.289 -8.515 36.066 -0.4076 -0.8650 -0.1047 0.356
H 0.260 -8.189 34.471 0.4992 0.2605 -0.0097 0.374
H 2.126 -11.664 36.165 -0.0332 -0.1279 0.0653 0.421
H 2.413 -10.038 36.770 0.1351 -0.0334 0.1687 0.508
H 0.190 -9.996 37.823 -0.3186 -0.0790 0.1576 0.284
H 1.112 -11.349 38.464 0.1246 0.1052 0.0682 0.418
H -1.190 -12.072 37.871 -0.2690 -0.1082 -0.2192 0.425
H 0.067 -12.951 37.010 0.0394 -0.0438 -0.1306 0.400
H -2.159 -12.670 34.192 0.7505 0.3027 -0.5856 0.464
H -0.907 -13.634 35.081 -0.0083 0.1992 -0.1113 0.454
H -2.525 -13.149 35.669 0.2903 -0.2573 0.8841 0.506
H -3.000 -10.982 36.521 -0.3680 -0.2450 -0.5946 0.456
H -1.975 -9.767 36.915 1.1017 -0.1419 0.2271 0.361
H -2.402 -9.789 35.299 -0.1631 -0.5799 -0.4625 0.349
H 1.988 -9.871 33.105 -0.2363 -0.2707 0.0405 0.320
H 2.760 -11.057 34.242 0.0804 0.0629 -0.4049 0.431
H 2.935 -9.296 34.437 0.1012 -0.0730 0.1841 0.393
H -0.386 -11.545 32.994 -0.0926 -0.0259 -0.3821 0.298
C -2.349 -11.585 27.504 0.8926 -0.2872 -0.2341 -1.004
C -1.821 -13.050 27.734 -1.3999 -0.5947 -0.8284 2.739
C -1.036 -13.599 26.478 0.2900 1.2281 0.5945 -1.075
C 0.391 -13.109 26.420 -0.3202 -0.2871 -0.0304 2.756
C 1.089 -13.549 27.680 -0.4073 0.1061 0.9197 -1.667
C 0.426 -12.997 28.988 0.9907 0.7254 0.2191 1.903
N -1.040 -13.286 29.004 0.9512 -0.4297 -1.2028 1.369
O -1.612 -12.760 30.183 -0.4116 -0.1565 -0.4206 -0.091
C 1.076 -13.607 30.303 -0.5247 0.5147 -1.4374 -1.469
C 0.763 -11.493 29.065 -0.0015 0.9824 0.4158 -1.703
C -3.107 -13.912 27.729 0.0104 -0.5842 0.5961 -0.399
H -1.520 -10.881 27.429 -0.0880 0.2500 0.3888 0.238
H -3.118 -11.279 28.213 0.3514 -0.0388 0.5394 -0.041
H -2.884 -11.456 26.563 0.1257 -0.6096 -0.2945 -0.384
H -0.954 -14.685 26.443 -0.5398 -0.1326 0.3748 0.151
H -1.565 -13.275 25.582 -0.3525 -0.0464 0.0541 -0.173
H 0.477 -12.031 26.285 -0.0262 0.1266 -0.0152 -0.463
H 0.888 -13.584 25.574 0.1252 0.1192 -0.2276 -1.229
H 2.109 -13.196 27.525 0.2429 -0.1674 0.8892 0.104
H 1.057 -14.631 27.806 0.2467 -0.2257 -0.4160 0.041
H 0.904 -14.680 30.391 -0.0365 0.0094 -0.0300 0.057
H 2.141 -13.386 30.245 0.0548 -0.1671 0.1265 0.458
H 0.654 -13.086 31.162 0.0522 -0.1727 0.0287 0.107
H 0.425 -11.048 30.000 -0.3422 -0.0265 0.2026 0.195
H 1.827 -11.260 29.098 0.2934 -0.6527 -0.0697 0.487
H 0.422 -10.815 28.282 -0.3993 -0.4386 -0.2990 -0.020
H -3.684 -13.786 28.645 -0.2504 0.3864 -0.1388 -0.202
H -2.940 -14.989 27.710 0.5813 0.0281 0.0506 -0.713
H -3.709 -13.744 26.836 -0.0701 0.5578 0.1332 -0.243
H -1.585 -11.803 30.116 -0.0378 0.5628 -0.0726 0.196
```
Positions in Å, forces in eV/Å.

Summary:
Charge = 0
SMILES = CC1(C)CCCC(C)(C)N1O.CC1(C)CCCC(C)(C)N1O.CC1(C)CCCC(C)(C)N1O.CC1(C)CCCC(C)(C)N1O.CC1(C)CCCC(C)(C)N1O.CC1(C)CCCC(C)(C)N1O.CC1(C)CCCC(C)(C)N1O.CC1(C)CCCC(C)(C)N1O
HOMO-LUMO gap = 0.301 hartree
2S+1 = 1
Energy above the lowest of the compared OMol25 structures with the same formula, charge and spin = 601.31 kJ/mol